12
Properties=species:S:1:pos:R:3:forces:R:3 method="wB97M-V/def2-TZVPD" e_homo_ha=-0.5174 molar_mass_g_mol=84.10 fmax_ha_per_bohr=0.0799 e_tot_ev=-7771.020 total_charge=+1 e_lumo_ev=-4.30 orbital_gap_ev=9.782
C -0.29519 -0.74982 -1.85313 -2.03 -1.15 -3.05
C 1.36888 -1.29745 -0.35547 -2.37 2.42 1.03
C -0.41159 0.42347 0.18311 2.27 -0.63 -1.51
C -0.40192 1.08699 1.43848 3.77 -1.46 0.72
N -0.63954 0.15965 -0.93213 -1.34 2.18 2.37
O 0.85802 -1.46590 -1.48683 1.42 -1.29 -0.21
H -0.18000 -0.27130 -2.83884 0.39 -0.37 0.36
H -1.14815 -1.46897 -1.92687 0.82 0.25 -0.14
H 2.14197 -1.95329 -0.16416 1.95 -1.63 -0.07
H -0.03179 0.32039 2.16361 -0.92 0.40 -0.23
H 0.40607 1.86096 1.56373 -1.33 -0.20 -0.68
H -1.40648 1.27626 1.47738 -2.62 1.47 1.42